The following is a DFT calculation (wB97M-V/def2-TZVPD) of a molecular structure, C12H29MnO7 at a distorted geometry.

Its total charge is -1. For the electronic energy, the calculation gives -2152.16506 a.u. Its expectation value of S² is 8.7531. As for the spin multiplicity: 6. The highest occupied orbital energy (spin up / spin down) comes out at -2.874 / -2.857 eV. The energy relative to the best compared isomer or geometry (same formula, charge and spin) is 0.0 kJ/mol. For the HOMO-LUMO gap (spin up / spin down), the calculation gives 0.205 / 0.205 hartree.

Each line ends with the Mulliken charge.
Geometry (Å):
Mn  -0.04  0.40  1.16  1.47
C  0.24  1.01  -2.48  0.12
C  -0.76  1.98  -1.91  -0.90
O  -0.92  1.67  -0.53  -0.64
H  0.47  1.29  -3.51  0.58
H  -0.05  -0.04  -2.46  -0.37
H  1.18  1.06  -1.93  -0.38
H  -1.66  1.76  -2.49  0.28
H  -0.46  3.00  -2.16  0.36
O  -1.49  1.68  2.32  -0.85
C  -1.00  1.45  3.63  -0.51
C  0.37  0.77  3.81  -0.49
O  0.76  -0.38  3.03  -0.79
H  -1.75  0.87  4.15  0.34
H  -1.00  2.40  4.16  0.31
H  0.44  0.66  4.89  0.47
H  1.15  1.52  3.75  0.13
C  -0.82  -2.67  1.04  -0.88
O  -1.25  -1.38  0.61  -0.29
C  -2.53  -1.57  -0.14  -1.15
C  -2.52  -1.44  -1.63  -0.08
O  -1.63  -2.47  -2.10  -0.30
C  -1.83  -2.66  -3.50  -0.93
H  -1.30  -3.09  1.93  0.24
H  0.23  -2.55  1.29  0.16
H  -0.95  -3.41  0.25  0.39
H  -3.28  -0.88  0.27  0.41
H  -2.98  -2.52  0.15  0.51
H  -2.40  -0.41  -1.97  0.07
H  -3.56  -1.63  -1.90  0.49
H  -1.13  -3.44  -3.83  0.30
H  -1.69  -1.83  -4.19  0.33
H  -2.78  -3.13  -3.74  0.34
C  1.37  3.38  1.13  -0.89
O  1.62  1.99  1.19  0.16
C  2.83  1.62  0.50  -0.71
C  2.90  0.10  0.36  -0.95
O  1.64  -0.47  -0.09  0.42
C  1.80  -1.65  -0.91  -0.99
H  0.62  3.71  1.85  0.20
H  0.99  3.72  0.17  0.17
H  2.22  3.91  1.57  0.40
H  3.70  1.96  1.07  0.48
H  2.86  1.96  -0.54  0.36
H  3.08  -0.22  1.38  0.33
H  3.79  -0.19  -0.21  0.47
H  2.25  -2.51  -0.43  0.26
H  2.45  -1.31  -1.72  0.48
H  0.85  -2.00  -1.34  0.08